Entry 1:
Molecular formula: C15H19N5
Method: DFT, ωB97M-V/def2-TZVPD

Each line ends with the Mulliken charge.
Positions of all 39 atoms, in Å:
C -2.321 2.760 -2.145  -1.098
N -1.862 1.767 -3.093  0.182
C -2.408 2.017 -4.410  -1.093
H -2.081 2.979 -4.835  0.366
H -3.496 2.018 -4.351  0.359
H -2.099 1.220 -5.087  0.314
C -0.412 1.673 -3.152  -1.316
H 0.036 2.636 -3.465  0.434
C 0.243 1.243 -1.840  -0.436
C -0.259 -0.060 -1.306  0.764
C -1.306 -0.814 -1.743  -0.574
N -1.431 -1.941 -0.974  0.026
C -0.463 -1.937 -0.016  -0.741
C -0.177 -2.848 0.993  -1.152
C 0.885 -2.571 1.824  -0.470
C 1.656 -1.409 1.666  0.649
C 1.369 -0.501 0.668  -0.586
C 0.304 -0.759 -0.193  0.698
H 1.962 0.395 0.551  0.364
C 2.779 -1.156 2.641  -1.142
N 2.257 -0.963 3.971  0.807
C 1.400 -0.029 4.415  0.088
N 1.142 -0.219 5.688  -0.632
C 1.873 -1.309 5.990  -0.170
N 2.558 -1.787 4.978  -1.000
H 1.897 -1.747 6.966  0.429
H 0.997 0.750 3.801  0.427
H 3.352 -0.272 2.345  0.397
H 3.452 -2.016 2.700  0.359
H 1.136 -3.254 2.622  0.461
H -0.767 -3.743 1.122  0.369
H -2.133 -2.651 -1.093  0.188
H -1.985 -0.613 -2.547  0.473
H 0.113 2.019 -1.080  0.357
H 1.320 1.158 -2.020  0.431
H -0.170 0.929 -3.916  0.493
H -3.408 2.816 -2.191  0.361
H -2.041 2.458 -1.138  0.289
H -1.911 3.763 -2.347  0.329

Cartesian forces (eV/Å) of the 6 atoms listed first:
0.03 -0.13 0.01
0.03 0.08 -0.10
0.01 -0.04 0.05
0.01 0.03 -0.02
-0.04 0.02 -0.07
-0.01 0.00 -0.08

Calculated values
* energy relative to the best compared isomer or geometry (same formula, charge and spin): 0.0 kcal/mol
* spin multiplicity: 1
* charge: 0
* SMILES: CN(C)CCc1c[nH]c2ccc(Cn3cncn3)cc12
* HOMO level: -7.98 eV



Entry 2:
Molecular formula: C5H14N2
Method: DFT, ωB97M-V/def2-TZVPD

Each line ends with the Mulliken charge.
Positions of all 21 atoms, in Å:
C 0.434 0.683 2.236  -0.946
C -0.859 0.156 2.857  0.088
C -2.102 0.733 2.890  -0.773
H 0.877 -0.093 1.639  0.289
H 0.263 1.615 1.603  0.237
H 1.188 0.874 3.034  0.343
H -0.754 -0.874 3.315  0.237
H -2.871 0.320 3.504  0.275
H -2.266 1.706 2.487  0.264
C 0.748 1.107 -1.004  -0.925
N 1.293 -0.049 -1.715  -0.334
C 0.389 -0.723 -2.644  -0.494
N -0.197 -1.977 -2.175  -0.585
H 1.481 1.459 -0.232  0.330
H 0.523 1.988 -1.644  0.332
H -0.163 0.774 -0.461  0.274
H 2.135 0.214 -2.191  0.239
H 1.025 -1.013 -3.515  0.384
H -0.428 -0.071 -2.990  0.327
H 0.490 -2.611 -1.886  0.222
H -0.835 -1.837 -1.448  0.217

Cartesian forces (eV/Å) of the 6 atoms listed first:
-0.88 1.05 0.42
-1.32 -0.29 0.23
3.06 -0.86 0.30
0.14 -0.27 -0.56
0.28 -1.21 1.04
-0.60 0.15 -0.41

Calculated values
* energy relative to the best compared isomer or geometry (same formula, charge and spin): 43.8 kcal/mol
* spin multiplicity: 1
* charge: 0
* SMILES: C=CC.CNCN
* HOMO level: -8.95 eV



Entry 3:
Molecular formula: C4H9NS
Method: DFT, ωB97M-V/def2-TZVPD

Each line ends with the Mulliken charge.
Positions of all 15 atoms, in Å:
C 0.747 -0.042 0.526  -0.819
C 0.699 -0.480 -0.941  0.009
C -0.510 -0.522 -0.167  -0.352
C 0.805 0.516 -1.969  -1.335
N -0.841 1.043 2.578  -0.169
S -1.217 -0.246 3.095  0.065
H 1.017 -0.724 1.404  0.367
H 0.964 1.076 0.656  0.223
H 1.154 -1.346 -1.151  0.552
H -1.349 0.217 -0.590  0.177
H 0.352 1.446 -1.551  0.283
H 0.101 0.275 -2.842  0.288
H 1.899 0.761 -2.233  0.297
H -1.018 -1.481 0.201  0.321
H -2.803 -0.494 2.985  0.093

Cartesian forces (eV/Å) of the 6 atoms listed first:
0.07 0.88 0.54
0.33 0.27 2.03
-4.47 0.79 0.15
-0.02 2.68 -1.90
0.40 1.99 -0.50
-2.53 -2.14 0.80

Calculated values
* energy relative to the best compared isomer or geometry (same formula, charge and spin): 121.4 kcal/mol
* spin multiplicity: 1
* charge: 0
* HOMO level: -9.14 eV



Entry 4:
Molecular formula: C20H28FN3O5S
Method: DFT, ωB97M-V/def2-TZVPD

Each line ends with the Mulliken charge.
Positions of all 58 atoms, in Å:
C 1.800 2.619 1.369  -1.760
C 2.728 1.931 0.419  1.060
C 4.078 2.282 0.436  -0.600
C 4.969 1.668 -0.422  0.196
C 4.567 0.705 -1.332  -0.823
C 3.231 0.359 -1.352  -0.592
C 2.327 0.956 -0.488  0.040
S 0.669 0.257 -0.606  1.479
O -0.321 1.139 -0.058  -0.591
O 0.482 -0.217 -1.942  -0.795
N 0.723 -1.080 0.365  0.511
C 1.188 -2.331 -0.168  -0.479
C 0.069 -3.400 -0.013  -0.981
N -1.133 -2.886 -0.607  -0.060
C -1.934 -2.040 0.067  0.268
O -1.989 -1.927 1.280  -0.695
C -2.811 -1.216 -0.877  0.615
O -2.872 -1.468 -2.068  -0.747
N -3.436 -0.230 -0.236  0.119
H -3.231 -0.143 0.750  0.263
C -4.157 0.839 -0.889  -0.285
C -3.471 2.182 -0.622  -0.740
C -3.633 2.624 0.831  -0.364
C -5.105 2.666 1.229  -0.841
C -5.753 1.300 1.021  -0.567
C -5.621 0.865 -0.436  -1.055
H -6.058 -0.125 -0.574  0.369
H -6.165 1.566 -1.072  0.421
H -5.275 0.565 1.671  0.317
H -6.809 1.344 1.293  0.345
H -5.201 2.969 2.273  0.367
H -5.624 3.407 0.617  0.328
H -3.091 1.937 1.484  0.165
H -3.185 3.611 0.957  0.409
H -2.410 2.088 -0.857  0.062
H -3.910 2.933 -1.282  0.483
H -4.111 0.608 -1.960  0.507
H -1.167 -2.765 -1.615  0.327
H -0.142 -3.589 1.041  0.404
H 0.379 -4.324 -0.503  0.297
O 2.433 -2.723 0.343  -0.494
C 2.525 -2.684 1.758  -0.452
H 1.850 -3.424 2.208  0.258
C 2.201 -1.289 2.294  -0.397
H 2.940 -0.580 1.912  0.127
H 2.233 -1.288 3.382  0.428
C 0.806 -0.907 1.798  -0.813
H 0.040 -1.531 2.272  0.469
H 0.564 0.135 2.000  0.243
H 3.556 -2.967 1.978  0.431
H 1.344 -2.172 -1.241  0.667
H 2.861 -0.372 -2.052  0.466
H 5.283 0.250 -1.996  0.485
F 6.266 2.024 -0.371  -0.336
H 4.434 3.036 1.120  0.503
H 0.766 2.470 1.079  0.140
H 1.946 2.232 2.378  0.331
H 2.018 3.685 1.392  0.568

Cartesian forces (eV/Å) of the 6 atoms listed first:
-0.14 0.12 0.10
0.07 0.06 0.00
0.08 -0.14 -0.13
-0.16 -0.04 0.03
0.03 0.09 0.12
0.25 -0.02 -0.14

Calculated values
* energy relative to the best compared isomer or geometry (same formula, charge and spin): 4.0 kcal/mol
* spin multiplicity: 1
* charge: 0
* SMILES: Cc1cc(F)ccc1S(=O)(=O)N1CCCO[C@H]1CNC(=O)C(=O)NC1CCCCC1
* HOMO level: -9.29 eV



Entry 5:
Molecular formula: C5H9O5Pm
Method: DFT, ωB97M-V/def2-TZVPD

Each line ends with the Löwdin spin population.
Positions of all 20 atoms, in Å:
C 3.277 -12.268 3.126  -0.001
C 2.311 -11.444 2.311  0.000
O 1.557 -10.528 3.131  -0.014
Pm 1.571 -10.867 5.609  5.020
H 3.855 -12.909 2.448  0.000
H 3.991 -11.630 3.666  0.000
H 2.757 -12.938 3.828  0.000
H 1.604 -12.093 1.775  0.000
H 2.856 -10.850 1.563  0.000
C 0.674 -9.593 2.314  0.000
C 0.221 -8.454 3.218  0.000
O -0.530 -7.496 2.519  -0.001
C 0.169 -6.646 1.655  0.000
O 1.364 -6.945 1.454  0.000
O -0.546 -5.805 1.098  -0.003
O -0.430 -10.303 1.890  0.000
H 1.352 -9.299 1.503  0.000
H 1.106 -8.006 3.690  0.000
H -0.479 -8.847 3.973  0.000
H -0.231 -10.857 1.125  0.000

Cartesian forces (eV/Å) of the 6 atoms listed first:
-0.07 0.21 0.17
-0.20 0.26 -0.78
0.10 -0.29 1.67
-0.14 0.59 -1.71
-0.10 0.09 0.32
0.02 -0.08 -0.09

Calculated values
* spin multiplicity: 6
* charge: +1
* HOMO level (spin up / spin down): -9.64 / -9.66 eV



Entry 6:
Molecular formula: C3H4ClN3O3S
Method: DFT, ωB97M-V/def2-TZVPD

Each line ends with the Mulliken charge.
Positions of all 15 atoms, in Å:
C -1.689 -1.567 -0.256  -0.054
C -3.571 0.036 -0.424  0.160
C 0.032 0.096 -0.413  -0.593
N -2.640 -0.756 -0.159  -0.130
N -0.386 -1.110 -0.194  0.192
N 1.963 1.233 1.047  -0.266
O 2.415 0.688 -1.406  -0.584
O 2.221 -1.223 0.167  -0.716
O 1.481 2.475 0.520  -0.302
S 1.818 0.124 -0.230  1.060
Cl -4.588 0.712 0.672  -0.064
H -1.862 -2.671 -0.250  0.349
H 0.438 -1.693 0.083  0.276
H 3.044 1.477 1.242  0.318
H 1.323 2.179 -0.399  0.355

Cartesian forces (eV/Å) of the 6 atoms listed first:
-0.61 -1.70 0.57
1.78 -1.41 -1.14
-1.08 1.43 -0.32
-1.80 1.23 -0.42
3.16 0.42 0.27
2.69 0.50 0.75

Calculated values
* energy relative to the best compared isomer or geometry (same formula, charge and spin): 113.6 kcal/mol
* spin multiplicity: 1
* charge: 0
* HOMO level (spin up / spin down): -8.79 / -8.79 eV



Entry 7:
Molecular formula: C20H21ClNO6PS
Method: DFT, ωB97M-V/def2-TZVPD

Each line ends with the Mulliken charge.
Positions of all 51 atoms, in Å:
C -4.297 -2.427 0.176  -1.251
C -3.113 -2.170 1.091  0.077
H -2.247 -2.759 0.779  0.090
H -3.360 -2.418 2.128  0.367
O -2.764 -0.782 1.128  -0.332
P -1.968 -0.059 -0.044  1.025
O -2.387 -0.374 -1.412  -0.823
O -2.044 1.467 0.384  -0.189
C -3.008 2.307 -0.256  -0.409
C -4.411 2.019 0.242  -1.060
H -4.684 1.002 -0.031  0.256
H -4.451 2.116 1.323  0.272
H -5.115 2.713 -0.209  0.422
H -2.697 3.327 -0.017  0.348
H -2.951 2.148 -1.338  0.337
H -4.051 -2.126 -0.838  0.293
H -4.541 -3.486 0.186  0.442
H -5.163 -1.861 0.512  0.280
C -0.150 -0.431 0.272  1.595
N -0.081 -1.842 -0.042  -0.153
S 1.278 -2.692 0.491  1.292
O 1.100 -2.946 1.887  -0.663
O 1.388 -3.804 -0.405  -0.754
C 2.642 -1.559 0.266  0.262
C 3.182 -0.925 1.367  -0.200
C 4.181 0.016 1.177  -0.690
C 4.625 0.300 -0.105  -0.524
C 4.096 -0.368 -1.198  -0.649
C 3.095 -1.307 -1.013  -0.330
H 2.668 -1.852 -1.841  0.449
H 4.459 -0.155 -2.192  0.456
H 5.397 1.041 -0.252  0.416
H 4.606 0.529 2.026  0.437
H 2.816 -1.181 2.348  0.598
H -0.286 -2.046 -1.010  0.475
C 0.070 -0.207 1.711  -1.298
C 0.707 0.869 2.186  -0.225
C 1.360 1.876 1.332  0.445
O 1.950 2.838 1.782  -0.704
C 1.280 1.598 -0.115  0.420
C 1.929 2.478 -0.983  -0.637
C 1.908 2.269 -2.345  -0.793
C 1.226 1.174 -2.857  -0.859
C 0.579 0.296 -2.009  -0.730
C 0.606 0.487 -0.629  0.216
H 0.032 -0.536 -2.426  0.466
H 1.192 1.008 -3.923  0.452
H 2.411 2.955 -3.009  0.430
H 2.439 3.326 -0.551  0.544
Cl 0.876 1.114 3.879  -0.216
H -0.333 -0.958 2.374  0.327

Cartesian forces (eV/Å) of the 6 atoms listed first:
0.22 0.20 0.14
-0.33 -0.73 -0.01
-0.09 0.07 0.14
0.11 -0.01 -0.17
0.40 0.67 -0.28
0.07 0.38 0.86

Calculated values
* energy relative to the best compared isomer or geometry (same formula, charge and spin): 1.7 kcal/mol
* spin multiplicity: 1
* charge: 0
* SMILES: CCOP(=O)(OCC)[C@]1(NS(=O)(=O)c2ccccc2)C=C(Cl)C(=O)c2ccccc21
* HOMO level: -9.32 eV



Total energy readings, ordered: -856.76591 -308.35319 -610.56031 -1817.48309 -1180.08164 -1364.81454 -2480.74835 hartree
F_max readings, ordered: 0.018 0.062 0.088 0.018 0.070 0.062 0.024 Eh/bohr